Entry from OMol25: a molecular structure, C25H38BrI2N7O2SSiYb in a non-equilibrium geometry (ωB97M-V/def2-TZVPD).

Results
DFT total energy ... -177552.6839 eV
HOMO (spin up / spin down) ... -9.72 / -9.72 eV
Gap between HOMO and LUMO (spin up / spin down) ... 6.60 / 6.60 eV
<S²> ... 0.751

```
! RIJCOSX wB97M-V def2-TZVPD def2/J DEFGRID3
* xyz 1 2
Yb 0.49 -0.17 0.87
I 2.89 1.83 1.61
C 2.40 1.54 3.71
I 1.18 -0.15 4.21
H 1.88 2.43 4.03
H 3.35 1.42 4.22
C -2.20 -2.29 2.98
Si -1.68 -1.86 1.19
C -3.26 -0.97 0.42
C -2.97 -0.52 -1.02
C -3.54 0.27 1.29
C -4.52 -1.83 0.41
C -1.33 -3.61 0.38
C -0.34 -4.33 1.30
C -2.56 -4.50 0.22
C -0.66 -3.44 -0.99
H -3.03 -3.00 3.00
H -2.51 -1.41 3.54
H -1.37 -2.75 3.54
H -2.07 0.08 -1.11
H -3.81 0.08 -1.40
H -2.86 -1.39 -1.68
H -2.66 0.88 1.45
H -3.91 -0.03 2.27
H -4.31 0.89 0.82
H -4.45 -2.62 -0.33
H -5.39 -1.21 0.16
H -4.71 -2.28 1.39
H -0.81 -4.60 2.25
H 0.53 -3.71 1.53
H 0.01 -5.26 0.84
H -3.17 -4.52 1.13
H -2.25 -5.53 0.00
H -3.19 -4.17 -0.60
H 0.23 -2.80 -0.94
H -1.35 -2.98 -1.71
H -0.37 -4.41 -1.40
N 2.57 -4.67 -0.73
C 3.27 -4.75 0.41
N 3.91 -5.88 0.70
N 3.36 -3.76 1.27
C 2.79 -2.62 1.25
N 2.29 -1.57 1.29
H 2.45 -5.46 -1.34
H 2.04 -3.83 -0.94
H 3.95 -6.66 0.07
H 4.42 -5.92 1.56
N 4.11 0.92 -2.35
C 2.81 0.91 -2.03
S 2.04 -0.57 -1.69
N 2.12 2.06 -1.99
C 2.57 3.37 -2.28
C 2.14 4.41 -1.46
C 2.52 5.71 -1.72
C 3.34 6.00 -2.80
C 3.76 4.97 -3.63
C 3.38 3.66 -3.38
H 4.61 0.05 -2.31
H 4.62 1.78 -2.42
H 1.19 1.98 -1.62
H 1.50 4.18 -0.61
H 2.17 6.51 -1.08
H 3.63 7.02 -3.01
H 4.38 5.19 -4.49
H 3.65 2.88 -4.08
Br -2.84 5.52 -2.75
C -2.44 4.89 -1.01
C -2.94 5.54 0.12
N -2.67 5.13 1.35
C -1.90 4.07 1.52
C -1.36 3.36 0.45
C -1.64 3.78 -0.85
C -0.54 2.15 0.67
O -0.27 1.75 1.84
O -0.12 1.48 -0.33
H -3.58 6.40 0.02
H -1.70 3.76 2.54
H -1.25 3.24 -1.70
*
```